Entry 1:
The following is a quantum chemistry calculation of a molecular structure, CH10FeO8 in a non-equilibrium geometry, from the Open Molecules 2025 dataset.

Each line ends with the natural charge from an NBO analysis.
Cartesian coordinates (Å):
Fe1 0.01 -0.04 0.23  1.494
C1 -1.10 0.72 -2.68  0.901
O1 -1.96 1.57 -2.51  -0.865
O2 -0.99 0.27 -3.82  -0.837
O3 -0.39 0.31 -1.79  -0.910
O4 1.05 1.82 0.29  -0.971
H1 0.88 2.51 -0.36  0.529
H2 1.87 2.08 0.70  0.484
O5 1.98 -0.96 -0.46  -0.948
H3 2.82 -0.50 -0.44  0.490
H4 2.20 -1.85 -0.71  0.495
O6 -1.49 0.93 1.30  -0.977
H5 -1.55 1.08 2.24  0.487
H6 -2.25 1.39 0.93  0.529
O7 -0.91 -1.98 -0.07  -0.959
H7 -1.60 -2.23 0.53  0.488
H8 -0.87 -2.70 -0.71  0.515
O8 0.59 -0.71 2.10  -0.961
H9 0.76 -0.14 2.85  0.502
H10 0.95 -1.56 2.36  0.515

Results
expectation value of S²: 6.01
HOMO-LUMO gap (spin up / spin down): 2.919 / 2.737 eV
E_HOMO (spin up / spin down): -4.342 / -4.158 eV
DFT total energy: -1909.6400 Eh
spin multiplicity: 5



Entry 2:
The following is a quantum chemistry calculation of C3H4N2O2 in the gas phase in a non-equilibrium geometry, from the Open Molecules 2025 dataset.

Each line ends with the natural charge from an NBO analysis.
Cartesian coordinates (Å):
C1 -2.49 0.58 0.07  -0.072
N1 -1.61 -0.32 -0.01  -0.302
N2 -0.32 0.09 -0.19  -0.337
C2 0.41 -0.98 -0.10  0.405
O1 1.74 -0.91 -0.04  -0.532
C3 2.52 0.27 0.08  0.638
O2 2.03 1.32 -0.14  -0.481
H1 -3.56 0.31 0.07  0.178
H2 -2.28 1.61 -0.07  0.162
H3 -0.02 -1.97 -0.15  0.188
H4 3.56 0.00 0.48  0.153

Results
HOMO-LUMO gap: 9.788 eV
SMILES: C=N/N=C/OC=O
E_HOMO: -9.273 eV
DFT total energy: -376.6246 Eh
spin multiplicity: 1



Entry 3:
The following is a quantum chemistry calculation of 2 unconnected molecules or ions with the total composition CHClN2O2S in a non-equilibrium geometry, from the Open Molecules 2025 dataset.

Each line ends with the natural charge from an NBO analysis.
Cartesian coordinates (Å):
C1 -0.38 -0.06 1.23  0.070
N1 -1.02 -0.57 2.01  -0.300
N2 2.31 0.11 0.61  -0.855
O1 -0.84 -0.98 -1.49  -0.831
O2 -1.56 1.17 -0.82  -0.847
S1 -1.82 0.01 -1.63  1.693
Cl1 0.90 0.76 0.32  0.748
H1 2.41 -0.44 -0.24  0.322

Results
HOMO-LUMO gap: 8.236 eV
E_HOMO: -10.004 eV
DFT total energy: -1156.8707 Eh
spin multiplicity: 1



Entry 4:
The following is a quantum chemistry calculation of a molecular structure, C29H56BeBr4ClFIKMgN5O18P3S in a non-equilibrium geometry, from the Open Molecules 2025 dataset.

Each line ends with the Mulliken charge.
Cartesian coordinates (Å):
C1 -5.71 0.33 4.23  -0.728
C2 -5.66 -1.22 4.19  -0.353
O1 -4.35 -1.82 4.47  -0.382
P1 -3.15 -1.31 3.49  0.794
O2 -1.97 -2.29 3.64  -0.849
C3 -3.71 -1.39 1.75  -1.330
C4 -2.52 -1.04 0.73  1.327
C5 -2.89 0.22 -0.09  -1.517
C6 -1.77 0.69 -1.05  -2.666
N1 -2.13 1.90 -1.89  0.771
P2 -2.92 3.37 -1.17  0.085
O3 -2.43 3.57 0.41  -0.402
Br1 -5.13 2.85 -1.05  -0.122
C7 -0.90 2.09 -2.70  -0.338
C8 -1.02 2.31 -4.22  -1.831
C9 -1.87 3.54 -4.60  0.556
C10 -2.06 3.48 -6.17  -1.448
F1 -3.19 3.45 -4.10  -0.227
C11 0.27 1.16 -2.11  -1.652
I1 1.98 2.47 -2.36  0.297
C12 0.50 0.05 -3.21  0.638
O4 1.66 -0.13 -3.58  -0.720
O5 -0.45 -0.64 -3.75  -0.713
C13 -0.21 0.67 -0.65  2.654
C14 0.26 1.60 0.56  0.530
C15 -0.55 1.44 1.88  -1.449
C16 1.80 1.51 0.87  -0.970
C17 2.25 1.01 2.28  -0.976
P3 0.49 -1.05 -0.38  1.138
O6 0.51 -1.48 1.22  -0.019
O7 2.00 -1.24 -0.90  -0.277
S1 -0.56 -2.48 -1.27  -0.195
O8 -2.57 0.18 3.83  0.077
C18 -2.42 0.43 5.26  -0.433
C19 -2.71 1.96 5.48  -1.072
H1 -6.77 0.65 4.08  0.450
H2 -5.12 0.83 3.42  0.112
H3 -5.38 0.77 5.20  0.239
H4 -6.34 -1.59 5.00  0.362
H5 -6.07 -1.66 3.24  0.294
H6 -4.05 -2.44 1.55  0.476
H7 -4.57 -0.70 1.58  0.616
H8 -1.63 -0.93 1.39  -0.875
H9 -2.52 -1.92 0.06  0.168
H10 -3.27 1.01 0.61  0.263
H11 -3.80 -0.04 -0.71  0.903
H12 -1.81 -0.10 -1.86  0.695
H13 -2.88 1.52 -2.50  0.728
H14 -3.18 3.37 1.00  0.330
H15 -0.52 3.10 -2.35  0.710
H16 0.00 2.37 -4.68  0.571
H17 -1.56 1.41 -4.66  0.450
H18 -1.38 4.51 -4.34  0.316
H19 -2.36 4.50 -6.55  0.062
H20 -2.98 2.84 -6.31  0.482
H21 -1.19 3.04 -6.70  0.519
H22 0.04 2.64 0.20  0.975
H23 -0.42 0.47 2.42  -0.067
H24 -0.17 2.23 2.59  0.893
H25 -1.64 1.63 1.82  -0.089
H26 2.39 0.93 0.12  0.327
H27 2.21 2.56 0.78  0.439
H28 1.87 1.62 3.14  0.255
H29 3.37 1.15 2.31  0.224
H30 2.08 -0.07 2.49  0.163
H31 -0.08 -2.24 1.36  -0.608
H32 2.30 -2.02 -0.35  0.672
H33 -3.12 -0.14 5.90  0.480
H34 -1.35 0.26 5.54  0.276
H35 -2.70 2.23 6.56  0.394
H36 -1.95 2.57 4.92  0.245
H37 -3.70 2.20 5.03  0.259
O9 2.57 -3.45 0.45  -0.875
Cl1 2.00 -4.47 1.33  1.809
O10 2.03 -3.98 2.69  -0.672
O11 2.77 -5.68 1.23  -0.718
O12 0.63 -4.71 0.94  -0.515
N2 4.21 -7.26 4.32  -0.450
C20 4.70 -8.26 5.06  -0.210
C21 5.08 -9.49 4.54  -0.388
C22 4.95 -9.70 3.18  -0.270
C23 4.44 -8.68 2.39  -0.639
C24 4.09 -7.49 3.00  -0.126
H38 4.79 -8.05 6.12  0.367
H39 5.48 -10.26 5.19  0.368
H40 5.23 -10.65 2.74  0.381
H41 4.32 -8.81 1.32  0.361
H42 3.69 -6.66 2.42  0.734
K1 -2.75 5.74 -8.11  1.009
Be1 -1.36 -3.74 2.15  0.838
C25 2.12 5.16 -8.46  0.700
O13 1.19 5.87 -8.83  -0.667
N3 2.28 4.79 -7.15  -0.297
N4 3.08 4.70 -9.30  -0.388
H43 3.04 4.22 -6.83  0.158
H44 1.60 5.11 -6.50  0.120
H45 2.99 4.96 -10.27  0.222
H46 3.85 4.13 -9.02  0.172
N5 -5.99 1.88 -4.27  0.903
O14 -7.15 1.72 -3.89  -0.605
O15 -5.70 2.80 -5.05  -0.604
O16 -5.08 1.12 -3.84  -0.561
C26 5.77 0.18 4.18  -0.155
Br2 5.05 -1.37 3.31  0.101
Br3 5.97 -0.06 6.08  0.085
Br4 7.45 0.74 3.34  0.030
H47 5.06 0.99 4.03  0.115
C27 4.14 6.30 -1.63  -0.880
C28 4.88 6.30 -3.02  -0.103
O17 4.55 5.18 -3.62  -0.336
H48 4.45 5.46 -1.01  0.257
H49 4.39 7.22 -1.10  0.377
H50 3.06 6.27 -1.75  0.255
H51 5.95 6.47 -2.78  0.264
H52 4.60 7.25 -3.50  0.273
Mg1 6.94 3.45 3.60  0.666
C29 -1.25 -7.87 1.18  -0.423
O18 -0.29 -7.55 0.18  -0.517
H53 -1.61 -8.88 1.00  0.270
H54 -0.78 -7.82 2.17  0.231
H55 -2.09 -7.17 1.12  0.113
H56 0.03 -6.65 0.35  0.315

Results
HOMO-LUMO gap: 1.148 eV
E_HOMO: -10.504 eV
DFT total energy: -16156.2932 Eh
net charge: +2
spin multiplicity: 1



Entry 5:
The following is a quantum chemistry calculation of C7H6F3O2PS in the gas phase in a non-equilibrium geometry, from the Open Molecules 2025 dataset.

Each line ends with the natural charge from an NBO analysis.
Cartesian coordinates (Å):
C1 0.03 0.34 1.02  -0.025
C2 0.45 -1.03 0.55  -0.175
C3 1.09 1.39 0.96  -0.156
C4 1.48 -1.00 -0.27  -0.222
C5 2.17 1.30 0.13  -0.230
C6 2.17 0.15 -0.65  -0.443
C7 -3.18 -0.50 -0.75  0.752
O1 -0.82 0.83 0.05  -0.700
O2 -2.64 0.39 1.57  -0.947
F1 -2.15 -0.95 -1.50  -0.326
F2 -4.16 -0.10 -1.58  -0.316
F3 -3.66 -1.41 0.07  -0.287
P1 3.23 0.13 -1.89  0.512
S1 -2.39 0.92 0.26  1.497
H1 -0.59 0.38 1.87  0.237
H2 0.08 -1.98 0.93  0.230
H3 1.10 2.18 1.73  0.216
H4 2.00 -1.92 -0.57  0.218
H5 3.00 2.03 0.17  0.235
H6 2.78 -1.15 -2.08  -0.072

Results
HOMO-LUMO gap: 7.852 eV
E_HOMO: -8.756 eV
DFT total energy: -1459.7971 Eh
spin multiplicity: 1



Entry 6:
The following is a quantum chemistry calculation of a molecular structure, C48H41FN2O6PtS2Si, from the Open Molecules 2025 dataset.

Each line ends with the Mulliken charge.
Cartesian coordinates (Å):
Pt1 0.70 0.71 0.33  2.855
C1 4.43 -4.06 4.60  -1.656
C2 3.92 -3.21 3.49  0.924
C3 2.61 -3.35 3.02  -0.677
C4 2.13 -2.59 1.97  -0.952
C5 2.98 -1.66 1.39  0.088
C6 4.29 -1.49 1.81  -0.421
C7 4.75 -2.27 2.87  -1.059
S1 2.48 -0.71 0.00  1.487
O1 3.54 0.20 -0.41  -0.761
C8 2.19 -1.98 -1.21  0.916
C9 2.99 -3.14 -1.08  -1.029
C10 2.84 -4.16 -1.98  -1.230
C11 1.88 -4.09 -3.01  0.778
C12 1.70 -5.16 -3.91  -1.134
C13 0.76 -5.08 -4.90  -0.652
C14 -0.04 -3.93 -5.02  -0.926
C15 0.12 -2.87 -4.17  -1.012
C16 1.09 -2.92 -3.14  1.031
C17 1.28 -1.83 -2.24  0.193
C18 0.50 -0.59 -2.51  -0.561
C19 0.85 0.19 -3.65  1.112
C20 2.04 -0.04 -4.38  -1.038
C21 2.35 0.73 -5.46  -0.982
C22 1.48 1.77 -5.88  -0.676
C23 0.32 2.01 -5.20  -1.090
C24 -0.02 1.24 -4.06  0.815
C25 -1.22 1.48 -3.34  -1.060
C26 -1.52 0.78 -2.22  -0.877
C27 -0.65 -0.27 -1.81  -0.154
S2 -0.82 -0.90 -0.15  1.417
O2 -0.51 -2.31 0.01  -0.661
C28 -2.47 -0.58 0.35  0.638
C29 -3.37 -1.63 0.17  -1.024
C30 -4.69 -1.43 0.49  -0.905
C31 -5.14 -0.20 0.99  0.829
C32 -6.58 0.00 1.35  -1.592
C33 -4.21 0.83 1.17  -1.246
C34 -2.87 0.65 0.85  -0.330
H1 3.62 -4.41 5.24  0.418
H2 5.15 -3.52 5.21  0.428
H3 4.94 -4.94 4.19  0.292
H4 1.96 -4.09 3.48  0.475
H5 1.12 -2.73 1.59  0.760
H6 4.93 -0.77 1.33  0.569
H7 5.77 -2.15 3.21  0.471
H8 3.71 -3.22 -0.29  0.706
H9 3.46 -5.04 -1.89  0.472
H10 2.31 -6.04 -3.80  0.488
H11 0.62 -5.91 -5.58  0.423
H12 -0.79 -3.89 -5.80  0.475
H13 -0.51 -2.00 -4.29  0.390
H14 2.71 -0.83 -4.07  0.566
H15 3.27 0.56 -6.01  0.484
H16 1.74 2.36 -6.75  0.434
H17 -0.35 2.80 -5.52  0.553
H18 -1.90 2.25 -3.70  0.642
H19 -2.42 0.99 -1.66  0.636
H20 -3.03 -2.59 -0.21  0.629
H21 -5.41 -2.23 0.35  0.469
H22 -7.23 -0.52 0.65  0.426
H23 -6.85 1.05 1.36  0.400
H24 -6.77 -0.41 2.34  0.296
H25 -4.54 1.78 1.55  0.519
H26 -2.17 1.46 0.98  0.486
C35 0.72 3.11 3.07  -0.989
Si1 0.92 1.29 2.98  0.613
C36 2.60 0.73 3.47  -0.875
C37 -0.53 0.34 3.57  0.791
C38 -1.73 1.01 3.84  -0.678
C39 -2.82 0.33 4.36  -0.567
C40 -2.72 -1.03 4.62  -0.644
C41 -1.54 -1.71 4.37  -0.692
C42 -0.45 -1.03 3.86  -0.227
H27 0.74 3.32 4.14  0.557
H28 -0.21 3.51 2.67  0.124
H29 1.55 3.66 2.63  0.344
H30 2.81 1.30 4.38  0.618
H31 3.36 1.01 2.73  0.359
H32 2.67 -0.33 3.70  0.121
H33 -1.81 2.08 3.65  0.339
H34 -3.74 0.87 4.58  0.489
H35 -3.57 -1.56 5.03  0.444
H36 -1.46 -2.77 4.60  0.485
H37 0.48 -1.56 3.70  0.351
F1 -2.98 4.99 -3.51  -0.371
C43 -2.46 5.14 -2.30  0.479
C44 -1.18 4.88 -2.05  -0.054
N1 -0.64 5.03 -0.79  0.184
C45 0.70 4.57 -0.51  -1.804
C46 0.70 3.15 -0.02  0.306
O3 1.79 2.52 0.18  -0.689
O4 -0.38 2.51 0.18  -0.221
C47 -1.40 5.43 0.30  0.454
O5 -0.95 5.47 1.42  -0.658
N2 -2.70 5.75 -0.01  -0.069
C48 -3.36 5.62 -1.24  0.267
O6 -4.53 5.86 -1.36  -0.551
H38 -0.51 4.54 -2.83  0.385
H39 1.19 5.20 0.23  0.359
H40 1.30 4.60 -1.42  0.480
H41 -3.27 6.08 0.76  0.253

Results
HOMO-LUMO gap: 6.595 eV
E_HOMO: -13.247 eV
DFT total energy: -3719.2799 Eh
net charge: +2
spin multiplicity: 1